No. 1
C25H24N2O5 | ωB97M-V with the def2-TZVPD basis set

Output
- E_HOMO (Ha) = -0.323
- gap between HOMO and LUMO (eV) = 9.3
- SMILES = O=C(OCC(=O)N1CCN(C(=O)c2ccco2)CC1)c1ccccc1Cc1ccccc1
- energy above the lowest of the compared OMol25 structures with the same formula, charge and spin (eV) = 1.764
- DFT total energy (eV) = -39532.731

Geometry as ORCA input:
```
! wB97M-V def2-TZVPD RIJCOSX def2/J DEFGRID3
* xyz 0 1
O -0.57868 -1.20272 -0.32821
C -1.58059 -1.69376 0.14771
O -1.55495 -2.32786 1.33055
C -0.30268 -2.26770 1.99473
C 0.06185 -0.78506 2.18438
O -0.82317 0.00418 2.44706
N 1.35818 -0.41203 2.09913
C 2.46346 -1.19185 1.59390
C 2.70025 -0.83889 0.11315
N 2.96550 0.57638 0.01065
C 4.17561 1.14582 -0.22552
O 4.40178 2.31919 0.00367
C 5.19971 0.27876 -0.86508
C 5.14172 -0.54340 -1.96209
C 6.46671 -0.96784 -2.20606
C 7.22914 -0.37260 -1.24654
O 6.47533 0.38496 -0.44352
C 1.90030 1.39048 0.56362
C 1.64490 1.01237 2.02516
C -2.92266 -1.72526 -0.46996
C -3.74908 -2.81129 -0.17164
C -5.00512 -2.91964 -0.73010
C -5.45782 -1.93112 -1.59038
C -4.65028 -0.84931 -1.88017
C -3.37420 -0.72453 -1.33933
C -2.58950 0.52051 -1.65214
C -3.16542 1.66617 -0.85514
C -3.98618 2.60995 -1.45713
C -4.53579 3.64128 -0.71545
C -4.27247 3.73740 0.63966
C -3.45407 2.79983 1.24690
C -2.90516 1.76910 0.50570
H 0.43491 -2.82128 1.41004
H -0.45914 -2.73821 2.96702
H 2.29392 -2.25929 1.71576
H 3.35285 -0.92081 2.17440
H 3.53879 -1.41258 -0.27758
H 1.79225 -1.06908 -0.45437
H 4.26988 -0.79154 -2.53270
H 6.80090 -1.62017 -2.98623
H 8.27993 -0.41540 -1.03869
H 0.99005 1.21171 -0.01706
H 2.19660 2.43660 0.48259
H 2.52691 1.22860 2.63383
H 0.78488 1.55717 2.41420
H -3.38575 -3.57480 0.49849
H -5.63051 -3.76790 -0.49636
H -6.44078 -2.00463 -2.03179
H -5.01142 -0.07519 -2.54123
H -2.66984 0.73758 -2.71914
H -1.54041 0.38207 -1.40163
H -4.19193 2.54595 -2.51700
H -5.17050 4.37086 -1.19781
H -4.70208 4.54131 1.21944
H -3.24011 2.86704 2.30310
H -2.26841 1.04608 0.99334
*
```

---

No. 2
C33H27BrN3O2Ti | ωB97M-V with the def2-TZVPD basis set

Output
- E_HOMO (Ha) = -0.419
- gap between HOMO and LUMO (eV) = 7.2
- energy above the lowest of the compared OMol25 structures with the same formula, charge and spin (eV) = 0.000
- DFT total energy (eV) = -136379.936

Geometry as ORCA input:
```
! wB97M-V def2-TZVPD RIJCOSX def2/J DEFGRID3
* xyz 1 1
Ti -0.49851 -0.08666 -0.62619
C -0.75237 -1.58978 -3.38835
C 0.19738 -0.42993 -3.56798
C 1.36398 -0.57148 -4.31067
C 2.19331 0.51881 -4.51599
C 1.86600 1.76743 -4.00063
C 0.71817 1.95116 -3.24523
C 0.33672 3.29101 -2.69292
C -0.10115 0.83249 -3.02750
N -1.19260 0.87948 -2.12833
C -2.45375 1.37091 -2.35471
O -2.83887 2.02987 -3.28453
C -3.32212 0.88304 -1.22317
C -4.67642 1.08261 -1.06942
C -5.31485 0.42638 -0.01855
C -4.59822 -0.42121 0.81667
C -3.24102 -0.55479 0.58979
N -2.63619 0.10791 -0.38396
C -2.29634 -1.45641 1.32748
O -2.64622 -2.15688 2.24360
N -1.02223 -1.34603 0.79854
C 0.02059 -2.00743 1.54210
C 0.63142 -3.13915 0.99401
C 0.15484 -3.73690 -0.30081
C 1.68794 -3.72219 1.68213
C 2.11189 -3.20816 2.89691
C 1.45974 -2.12029 3.45231
C 0.39785 -1.50852 2.79666
C -0.34511 -0.39044 3.47125
H -0.36451 -2.47778 -3.88373
H -1.73332 -1.35832 -3.80652
H -0.93151 -1.88618 -2.34344
H 1.61293 -1.53351 -4.74060
H 3.09854 0.39995 -5.09672
H 2.51473 2.61341 -4.18874
H 0.22862 3.25005 -1.60766
H -0.61908 3.61329 -3.10949
H 1.09035 4.03707 -2.93574
H -5.20719 1.71610 -1.76629
H -6.37799 0.55849 0.13142
H -5.06199 -0.97793 1.61867
H -0.93436 -3.77033 -0.34806
H 0.53019 -4.75307 -0.40816
H 0.51214 -3.17407 -1.16939
H 2.16752 -4.60074 1.26834
H 2.93386 -3.67416 3.42463
H 1.76740 -1.74128 4.41933
H 0.27459 0.07070 4.23904
H -1.24346 -0.78175 3.95252
H -0.65674 0.38512 2.77163
Br 2.12706 -0.69511 -0.85398
C 2.50922 0.21915 0.78518
C 3.67613 -0.02794 1.43327
C 3.97388 0.73799 2.58175
C 3.12116 1.71900 2.99922
C 1.90584 1.97011 2.31540
C 1.01542 2.99773 2.71471
C -0.14817 3.22207 2.03687
C -0.50415 2.39525 0.94851
C 0.31362 1.36859 0.53378
C 1.56137 1.17987 1.19418
H 4.36434 -0.78326 1.08021
H 4.89695 0.55057 3.11263
H 3.36699 2.32511 3.86214
H 1.28177 3.61230 3.56581
H -0.81149 4.02113 2.33976
H -1.45452 2.57752 0.45697
*
```

---

No. 3
C4H12NOS | ωB97M-V with the def2-TZVPD basis set

Output
- E_HOMO (Ha) = -0.488
- gap between HOMO and LUMO (eV) = 10.3
- SMILES = [NH3+][C@H](CO)CCS
- energy above the lowest of the compared OMol25 structures with the same formula, charge and spin (eV) = 0.000
- DFT total energy (eV) = -18709.067

Geometry as ORCA input:
```
! wB97M-V def2-TZVPD RIJCOSX def2/J DEFGRID3
* xyz 1 1
N -1.29479 -0.39062 0.27164
C -0.44438 0.57930 -0.52162
C -1.15001 0.78632 -1.83912
O -2.55832 0.81646 -1.57313
C 0.96848 0.07709 -0.66969
C 1.84839 0.22694 0.57008
S 1.42325 -1.12523 1.75445
H -2.19038 0.06295 0.45215
H -1.51930 -1.19973 -0.30918
H -0.81218 -0.71152 1.12003
H -0.50577 1.50302 0.03792
H -0.83431 1.69727 -2.33218
H -0.94803 -0.02755 -2.52791
H -3.00370 1.50501 -2.09522
H 1.47772 0.53783 -1.50277
H 0.98644 -0.98407 -0.91856
H 1.69077 1.14200 1.13898
H 2.89540 0.18320 0.30037
H 2.02819 -0.62758 2.83678
*
```

---

No. 4
C5H8N4O | ωB97M-V with the def2-TZVPD basis set

Output
- E_HOMO (alpha / beta) (Ha) = -0.257 / -0.257
- gap between HOMO and LUMO (alpha / beta) (eV) = 7.1 / 7.1
- energy above the lowest of the compared OMol25 structures with the same formula, charge and spin (eV) = 8.389
- DFT total energy (eV) = -13315.094

Geometry as ORCA input:
```
! wB97M-V def2-TZVPD RIJCOSX def2/J DEFGRID3
* xyz 0 1
C 1.77767 -0.28573 -0.08744
C 0.63141 -0.85626 -0.02085
C 0.15144 1.85496 -0.44468
C 0.79031 -2.37198 0.29656
C -2.12961 1.39592 -0.39008
N -0.64819 -0.34734 -0.08769
N 2.85827 0.19253 -0.43092
N -0.77308 0.99268 -0.19921
N 0.86163 2.78835 -0.24546
O 3.84238 0.63658 0.44800
H 0.72049 -2.64927 1.44017
H -0.12421 -2.87730 -0.26778
H 1.72494 -2.71418 -0.07416
H -2.41079 2.36555 0.03291
H -2.33922 1.29891 -1.37921
H -2.80664 0.63351 0.17511
H 3.47520 0.33932 1.32869
H 1.57767 3.13597 -0.83030
*
```